Formula: C44H65NO20
Source: the OMol25 dataset
Level of theory: ωB97M-V/def2-TZVPD

The geometry in XYZ format:
```
130
Properties=species:S:1:pos:R:3:forces:R:3:lowdin_charge:R:1
C -17.414171 -19.748101 -18.444449 5.2 -1.5 -1.3 -0.18
C -18.472894 -19.840062 -17.642540 -4.5 1.4 1.0 -0.12
C -19.548265 -19.442702 -18.452110 0.3 -0.1 0.9 -0.13
N -19.052479 -19.242730 -19.689772 -1.6 0.0 -1.3 -0.02
C -17.729183 -19.549297 -19.771675 -0.6 1.2 0.8 -0.11
H -16.409217 -19.907807 -18.082596 0.2 -0.2 -0.2 0.10
H -18.615785 -19.947667 -16.577454 0.6 -0.2 -0.1 0.10
H -20.563764 -19.182804 -18.192067 0.0 -0.2 -0.2 0.11
H -19.620379 -18.837606 -20.420155 0.2 -0.3 -0.1 0.15
H -17.193431 -19.441420 -20.703196 0.1 0.0 0.3 0.11
O -18.086936 -14.225145 -26.921152 1.3 -1.2 -0.1 0.10
C -17.171738 -14.877535 -26.443371 -3.4 2.4 0.2 -0.52
C -16.608500 -16.155733 -26.826334 0.7 -0.6 -1.2 -0.08
C -15.275028 -16.165123 -26.103101 0.9 0.1 -0.4 -0.14
C -15.480094 -15.166428 -24.970073 -0.5 -1.5 1.3 -0.17
O -16.677276 -14.507512 -25.271605 0.2 1.8 0.3 0.04
H -17.292488 -16.928803 -26.476169 0.0 -0.1 -0.1 0.14
H -16.567439 -16.131510 -27.915286 0.1 -0.6 0.0 0.14
H -14.985808 -17.166262 -25.783436 0.1 0.2 0.1 0.12
H -14.482463 -15.721701 -26.705853 0.0 -0.5 -0.4 0.12
H -15.751533 -15.714367 -24.067750 0.7 0.1 0.4 0.12
H -14.677126 -14.452050 -24.788355 -0.1 -0.1 -0.1 0.13
O -4.341754 -19.585844 -21.748497 -0.4 0.4 -0.1 0.13
C -5.352543 -18.962991 -21.590788 1.3 1.0 0.3 -0.48
C -6.738985 -19.432252 -21.586765 -0.4 -2.9 -1.4 -0.13
C -7.607412 -18.418976 -20.979106 0.6 1.1 1.0 -0.14
C -6.700809 -17.182649 -21.098974 -0.6 1.3 -1.1 -0.17
O -5.375139 -17.603325 -21.368809 0.7 -1.0 0.3 0.02
H -6.985635 -19.686283 -22.617653 0.0 0.4 -0.4 0.14
H -6.769007 -20.434705 -21.159804 0.0 0.1 0.5 0.14
H -8.532138 -18.240356 -21.527818 -0.1 -0.2 0.6 0.12
H -7.678644 -18.699127 -19.928137 -0.9 0.3 0.0 0.12
H -7.007624 -16.616483 -21.978414 -0.2 0.1 -0.2 0.12
H -6.695372 -16.431847 -20.308806 0.0 -0.5 0.4 0.13
O -6.716440 -25.550504 -33.380352 -1.7 0.7 -0.1 0.11
C -7.730266 -24.954567 -33.671344 1.0 1.2 -0.2 -0.44
C -8.742829 -25.190079 -34.766956 2.3 -2.4 -0.1 -0.12
C -9.758980 -24.164538 -34.588887 -2.1 -0.6 -1.0 -0.20
C -9.106557 -23.034492 -33.907150 1.5 -0.3 1.5 -0.13
O -8.094351 -23.745757 -33.110738 0.7 -0.1 0.5 -0.01
H -8.219161 -25.182836 -35.722893 0.1 0.2 -0.1 0.14
H -9.059209 -26.225162 -34.638101 -0.4 0.0 -0.2 0.13
H -10.179832 -23.978176 -35.576948 -0.6 0.4 0.4 0.13
H -10.458474 -24.637465 -33.899572 -0.7 0.5 -0.2 0.13
H -8.550802 -22.323790 -34.518826 -0.3 0.0 -0.2 0.13
H -9.736233 -22.542492 -33.165835 0.0 0.2 -0.3 0.13
O -18.115616 -22.237646 -25.394633 -0.4 -1.2 0.6 0.10
C -19.225452 -22.571211 -25.022504 3.8 0.7 -1.4 -0.51
C -19.823913 -23.924606 -24.915878 -0.8 0.1 -0.1 -0.05
C -21.299662 -23.536001 -24.659020 0.1 -3.9 1.0 -0.16
C -21.362008 -22.057776 -24.680530 -3.2 -0.3 -1.6 -0.20
O -20.087330 -21.602248 -24.880962 -0.4 2.0 1.2 0.07
H -19.629429 -24.395875 -25.879289 -0.2 -0.1 0.0 0.13
H -19.410974 -24.588257 -24.156183 0.2 0.4 0.0 0.13
H -21.943139 -24.110078 -25.325714 -0.1 0.8 -0.7 0.12
H -21.601665 -24.065792 -23.755577 0.1 0.7 0.7 0.11
H -21.922932 -21.868357 -25.595728 -0.1 0.6 -0.2 0.13
H -21.996238 -21.592019 -23.926262 0.9 0.2 0.6 0.14
O -12.287038 -25.059347 -23.902753 0.7 1.6 -2.3 0.09
C -11.808832 -24.357425 -24.783257 0.4 -0.6 1.8 -0.38
C -11.551403 -22.782653 -24.744726 -0.2 -1.6 -1.7 -0.03
C -10.901631 -22.583240 -26.149546 1.0 0.6 0.9 -0.15
C -10.429335 -23.962828 -26.545421 0.0 0.3 -2.6 -0.24
O -11.214961 -24.883494 -25.923579 -2.2 -1.3 3.0 0.01
H -12.518188 -22.279739 -24.722263 0.2 0.0 0.5 0.11
H -10.912831 -22.568589 -23.887688 -0.2 0.1 -0.1 0.12
H -11.584973 -22.117320 -26.859529 -0.1 -0.4 0.0 0.11
H -9.984265 -21.996123 -26.192253 -0.2 0.6 0.5 0.11
H -10.654623 -24.135396 -27.597827 0.5 0.3 -0.4 0.13
H -9.378115 -24.217878 -26.411312 0.1 0.4 0.4 0.13
O -9.093964 -12.965773 -26.105739 1.9 -1.1 -0.9 0.10
C -8.167234 -13.622089 -26.558804 -4.2 0.7 1.3 -0.42
C -6.827588 -13.177713 -27.014377 0.3 -1.5 0.4 -0.06
C -6.155287 -14.545688 -26.866468 2.3 0.9 -1.0 -0.18
C -7.178817 -15.581025 -27.127075 1.1 -1.2 0.0 -0.23
O -8.361936 -15.011873 -26.699023 -0.8 1.9 0.2 0.02
H -6.897993 -12.821066 -28.041973 0.1 0.1 0.1 0.14
H -6.346052 -12.491210 -26.318011 -0.5 0.4 -0.4 0.13
H -5.376207 -14.661649 -27.619921 0.5 0.0 0.4 0.12
H -5.745236 -14.585523 -25.857323 0.1 -0.3 -0.1 0.13
H -7.159397 -15.887299 -28.172979 -0.5 0.2 -0.3 0.13
H -6.937104 -16.480152 -26.560300 -0.3 -0.1 0.2 0.13
O -10.519525 -29.838793 -14.463335 -1.1 -0.7 -1.1 0.10
C -10.952331 -30.061106 -15.579829 0.4 0.2 3.3 -0.47
C -12.093185 -30.994042 -16.047706 0.5 0.2 1.0 -0.06
C -11.710411 -31.110209 -17.475896 -0.5 -2.3 -1.5 -0.20
C -11.024364 -29.858433 -17.777958 -0.5 1.9 -2.2 -0.21
O -10.395666 -29.430374 -16.600914 0.5 0.1 -0.7 0.06
H -12.099919 -31.950142 -15.524310 0.2 0.2 0.2 0.13
H -13.070462 -30.546364 -15.867100 0.1 0.3 -0.1 0.13
H -11.032036 -31.951334 -17.618760 0.2 -0.1 0.2 0.13
H -12.513135 -31.301774 -18.187967 -0.2 0.1 0.2 0.13
H -10.375204 -29.844081 -18.653464 0.6 -0.4 0.4 0.14
H -11.768768 -29.125043 -18.087968 -0.3 0.4 0.4 0.13
O -10.167684 -32.166637 -25.294605 -3.5 0.4 -0.5 0.07
C -11.393086 -31.987172 -25.438956 4.3 0.0 -0.1 -0.48
C -12.127870 -31.506665 -26.674949 1.7 -1.0 1.0 -0.08
C -13.528819 -31.871571 -26.298557 -1.5 0.3 -0.9 -0.16
C -13.577580 -31.760807 -24.767381 -0.5 -1.2 -0.9 -0.13
O -12.241957 -32.155615 -24.446657 -0.2 0.4 1.8 0.04
H -11.865966 -30.448806 -26.696113 -0.6 0.2 -0.4 0.14
H -11.624110 -32.013895 -27.497770 -0.5 0.1 -0.3 0.13
H -14.216618 -31.342229 -26.957977 -0.4 0.4 0.7 0.12
H -13.836754 -32.909117 -26.428060 0.8 -0.2 -0.7 0.12
H -13.964328 -30.849687 -24.310890 0.8 0.2 0.0 0.13
H -14.164855 -32.605915 -24.408205 -0.3 0.4 0.2 0.12
O -16.219212 -26.575933 -16.784495 1.0 0.1 1.0 0.14
C -16.902079 -26.885522 -17.692637 -1.4 -0.2 -0.5 -0.51
C -18.210120 -26.213717 -18.106729 0.1 -1.3 -1.3 -0.06
C -18.735871 -27.260420 -19.133523 -0.1 0.9 -0.7 -0.16
C -17.468715 -27.904429 -19.713090 -0.6 0.7 1.4 -0.13
O -16.604186 -27.917437 -18.528769 0.2 -0.6 -1.0 0.01
H -18.928274 -26.044143 -17.304490 0.5 0.1 0.1 0.12
H -17.859192 -25.284878 -18.556407 -0.5 0.2 -0.1 0.13
H -19.387348 -27.959668 -18.609378 0.3 -0.3 0.0 0.11
H -19.317994 -26.896164 -19.980014 -0.2 0.5 0.2 0.11
H -17.715559 -28.862176 -20.171210 0.6 -0.4 0.7 0.12
H -16.972453 -27.321677 -20.489117 -0.1 0.3 0.1 0.12
O -1.707307 -31.137335 -25.782977 -1.9 -1.8 -0.2 0.11
C -2.187688 -30.181130 -26.336897 1.7 -1.7 3.3 -0.55
C -3.552508 -29.635849 -26.449259 -1.8 0.1 -0.6 -0.07
C -3.380849 -28.391111 -27.334100 0.3 -0.9 0.5 -0.14
C -1.912066 -28.101698 -27.082846 0.3 0.7 -1.5 -0.16
O -1.277559 -29.310269 -26.626357 0.8 4.1 -2.1 0.07
H -4.178126 -30.389351 -26.927736 -0.2 0.1 0.2 0.13
H -3.995042 -29.394176 -25.482891 0.3 -0.3 0.2 0.14
H -3.630505 -28.768764 -28.325635 0.2 0.9 -0.3 0.12
H -3.858643 -27.456269 -27.041044 -0.9 -0.5 -0.3 0.12
H -1.465473 -27.751506 -28.013446 0.5 -0.2 0.1 0.12
H -1.876005 -27.260292 -26.390861 0.6 -0.4 0.5 0.12
```
Forces are in eV/Å.

- SMILES string = c1cc[nH]c1.O=C1CCCO1.O=C1CCCO1.O=C1CCCO1.O=C1CCCO1.O=C1CCCO1.O=C1CCCO1.O=C1CCCO1.O=C1CCCO1.O=C1CCCO1.O=C1CCCO1
- strongest force on any atom (eV Å⁻¹) = 5.6
- HOMO (eV) = -8.238

---

Formula: C4H16N2O2
Source: the OMol25 dataset
Level of theory: ωB97M-V/def2-TZVPD

The geometry in XYZ format:
```
24
Properties=species:S:1:pos:R:3:forces:R:3:lowdin_charge:R:1
C -0.438098 -0.309620 3.056598 -0.4 -0.1 -0.4 -0.13
N -0.640569 -1.505048 2.250189 0.3 -0.3 0.4 -0.10
C -0.701363 -1.386399 0.809969 -0.7 0.9 -0.3 -0.42
C -1.585106 -0.203841 0.293322 0.8 0.2 -0.3 -0.06
C 0.701852 -1.295283 0.246250 0.4 -1.0 0.0 -0.26
N 1.334529 -2.631634 0.300080 0.3 0.3 0.1 -0.01
H 0.316634 -0.490239 3.817996 0.1 0.2 0.1 0.07
H -0.125140 0.503949 2.410270 0.3 0.1 0.0 0.07
H -1.356910 0.057454 3.523323 0.0 -0.1 0.2 0.07
H -1.312766 -2.135245 2.648257 -0.2 0.0 -0.1 0.10
H -1.142015 -2.294517 0.415431 0.0 -0.3 0.1 0.13
H -0.951651 0.646056 -0.004868 -0.1 0.0 0.4 0.07
H -2.272340 0.133833 1.067296 -0.2 0.0 -0.1 0.07
H -2.118995 -0.428367 -0.636724 -0.1 -0.3 0.3 0.07
H 0.656267 -1.035310 -0.803684 0.0 0.3 -0.3 0.10
H 1.292872 -0.544475 0.786498 -0.2 0.2 -0.1 0.11
H 1.649199 -2.823631 1.246019 -0.3 0.0 0.1 0.06
H 2.189811 -2.617823 -0.242721 0.0 0.0 -0.1 0.05
O 0.135947 4.625408 -2.803569 -0.3 -0.1 0.0 -0.06
H 0.401219 5.539506 -2.938479 0.0 0.0 0.0 0.03
H -0.804956 4.591954 -3.023864 0.3 0.1 0.0 0.03
O 1.811247 1.520358 -4.161006 -0.3 -0.1 0.3 -0.07
H 1.078617 1.348070 -3.544586 0.4 0.1 -0.4 0.03
H 1.881715 0.734842 -4.711995 -0.1 0.0 0.1 0.03
```
Forces are in eV/Å.

- energy above the lowest of the compared OMol25 structures with the same formula, charge and spin (kcal per mole) = 21.4
- SMILES string = CN[C@@H](C)CN.O.O
- strongest force on any atom (eV Å⁻¹) = 1.2
- HOMO (eV) = -8.399

---

Formula: C4H5N3
Source: the OMol25 dataset
Level of theory: ωB97M-V/def2-TZVPD

The geometry in XYZ format:
```
12
Properties=species:S:1:pos:R:3:forces:R:3:lowdin_charge:R:1
C 0.454209 0.916500 0.424265 -0.5 -5.2 -0.8 -0.20
C -0.206613 1.535702 1.445933 0.4 -0.7 -0.9 0.01
C -0.796705 -1.697045 -0.545133 0.6 -3.3 0.1 -0.16
C 0.573494 -1.236420 -0.508813 1.6 4.4 3.0 0.02
N -0.228308 2.781783 1.644016 -2.3 0.7 3.6 -0.02
N 0.492542 3.098685 0.645609 1.8 2.1 -2.4 -0.05
N 0.903204 2.002102 -0.109381 0.5 0.6 -0.6 0.00
H -0.880003 -2.384395 -1.442474 0.1 0.1 1.1 0.11
H -1.290577 -0.873274 -0.890302 -2.1 2.1 -0.5 0.04
H -1.187154 -2.155117 0.386833 0.1 0.4 -0.8 0.10
H 0.826978 -0.641359 -1.376988 0.8 -0.6 -0.2 0.07
H 1.338934 -1.347162 0.326437 -1.0 -0.7 -1.7 0.09
```
Forces are in eV/Å.

- energy above the lowest of the compared OMol25 structures with the same formula, charge and spin (kcal per mole) = 234.9
- strongest force on any atom (eV Å⁻¹) = 5.5
- HOMO (alpha / beta) (eV) = -9.617 / -9.617

---

Formula: C14H22N2O4S
Source: the OMol25 dataset
Level of theory: ωB97M-V/def2-TZVPD

The geometry in XYZ format:
```
43
Properties=species:S:1:pos:R:3:forces:R:3:lowdin_charge:R:1
C -5.107810 -0.432342 -4.072813 0.1 -0.1 -0.1 -0.10
C -3.600103 -0.261603 -4.205725 -0.2 -0.1 -0.1 -0.29
C -3.029111 0.544942 -3.055658 0.0 -0.6 0.6 -0.22
S -3.142308 -0.433029 -1.514524 0.2 0.4 0.2 0.64
O -2.705136 -1.769801 -1.787958 0.3 0.0 -0.2 -0.28
O -4.434224 -0.242782 -0.922405 -0.1 0.3 0.0 -0.29
N -2.039548 0.232602 -0.469752 -0.6 -0.5 -0.4 -0.25
C -2.346358 1.515914 0.111126 -0.4 0.4 0.4 -0.20
C -1.611169 1.641319 1.443963 0.1 0.1 -0.3 -0.16
C -0.111582 1.453650 1.227780 -0.1 -0.1 0.2 -0.15
C 0.164375 0.107158 0.543710 0.1 0.4 -0.3 -0.21
C 1.649685 0.021175 0.215519 -0.5 -0.3 0.3 -0.48
O 2.161059 0.681041 -0.664760 0.1 0.4 -0.3 0.07
N 2.348284 -0.839645 0.986290 0.1 -0.4 0.2 0.09
C 3.791742 -0.968215 0.889992 0.1 0.0 0.2 -0.09
C 4.471505 -0.388952 2.086421 0.0 0.8 -0.4 -0.26
C 4.725453 0.902992 2.443415 -0.1 -0.6 -0.3 -0.02
C 5.354276 0.847354 3.711083 0.1 -0.5 0.3 -0.06
C 5.431412 -0.471866 4.030984 0.2 0.8 0.4 -0.13
O 4.895985 -1.228009 3.058203 -0.1 -0.5 -0.2 0.04
C -0.644055 0.029409 -0.756321 0.6 -0.4 -0.2 -0.16
H -5.608818 0.532178 -4.124717 -0.1 0.1 0.0 0.08
H -5.344208 -0.891399 -3.117167 -0.2 -0.1 0.0 0.06
H -5.489851 -1.063645 -4.871044 -0.1 0.0 -0.1 0.07
H -3.360579 0.230030 -5.152817 0.1 0.0 0.1 0.11
H -3.119797 -1.241693 -4.196065 0.0 0.1 -0.2 0.10
H -1.971983 0.754211 -3.196129 0.1 0.1 0.0 0.10
H -3.583566 1.461131 -2.874626 0.0 0.2 0.1 0.11
H -3.427173 1.548948 0.249682 0.1 0.2 0.1 0.12
H -2.038795 2.334952 -0.558550 0.0 0.0 0.0 0.13
H -1.983091 0.873200 2.122932 -0.1 0.0 0.1 0.12
H -1.809371 2.619837 1.882830 0.0 0.0 0.0 0.12
H 0.416891 1.499862 2.182476 0.1 0.1 0.0 0.12
H 0.274575 2.251038 0.588887 0.1 0.0 0.0 0.13
H -0.142868 -0.708805 1.202135 0.0 0.0 0.0 0.15
H 1.890979 -1.324963 1.741539 -0.1 0.1 -0.1 0.15
H 4.083119 -0.424972 -0.012335 0.0 -0.2 0.1 0.13
H 4.059856 -2.024129 0.795216 0.0 0.1 -0.1 0.13
H 4.496536 1.776731 1.869034 -0.1 0.2 -0.2 0.11
H 5.700293 1.674356 4.296022 0.1 0.1 0.2 0.10
H 5.830835 -0.981912 4.884806 0.0 -0.2 0.1 0.12
H -0.552687 -0.956800 -1.213120 0.2 0.1 0.0 0.13
H -0.250680 0.788585 -1.449575 0.0 -0.1 0.0 0.13
```
Forces are in eV/Å.

- energy above the lowest of the compared OMol25 structures with the same formula, charge and spin (kcal per mole) = 37.5
- SMILES string = CCCS(=O)(=O)N1CCC[C@H](C(=O)NCc2ccco2)C1
- strongest force on any atom (eV Å⁻¹) = 0.9
- HOMO (eV) = -8.786

---

It is found that the calculated total energy values, taken in the order of the records, are -89117.927, -11482.046, -8689.626, -36880.375 eV.